Here is a structure of composition C24H48AsF6O24Tl in a non-equilibrium geometry from OMol25. Energies are from wB97M-V/def2-TZVPD.

Structure (XYZ):
```
104
Properties=species:S:1:pos:R:3:mulliken_charge:R:1
C 16.0020 29.9717 6.7547 0.82
H 17.1002 27.2470 5.4997 0.19
H 19.7797 35.6806 2.6728 0.48
C 10.2325 27.9976 -2.7103 -0.62
H 9.7356 32.5211 3.9289 0.31
C 10.0388 32.0158 3.0092 -0.70
C 18.1319 26.6670 -1.9716 0.75
H 17.5085 29.3906 -2.3148 0.30
C 22.7022 33.4157 0.3993 -0.56
H 25.4491 29.1882 3.1226 0.31
O 12.9548 33.4583 1.7736 -0.28
H 16.8968 30.3056 9.1451 0.31
C 16.0564 29.6067 9.0518 -0.63
H 14.5612 29.0471 -0.2949 0.00
C 15.1526 37.3638 1.7574 -0.63
H 9.8071 28.2241 -3.6739 0.24
C 14.3721 33.4385 1.9136 0.61
H 14.6363 32.5677 2.5044 -0.44
O 11.4348 28.7703 -2.6371 -0.32
O 16.9090 26.8299 3.4729 -0.34
H 18.7692 34.1593 2.5680 0.16
H 24.3605 28.4316 4.2830 0.30
O 15.1161 30.2536 5.8096 -0.31
O 24.2680 30.5506 4.1967 -0.35
H 14.7894 33.3813 0.9115 0.28
C 12.1360 28.7449 -1.5339 0.76
H 20.6591 31.7109 4.2724 0.40
O 16.3361 36.7876 1.2163 -0.31
H 25.8184 29.3342 4.7739 0.25
H 14.8999 26.2487 2.3889 0.32
O 13.0879 29.6555 -1.6609 -0.26
H 14.8854 25.9784 0.6357 0.29
F 17.0326 32.1432 2.1884 -0.61
H 20.4957 30.9129 -2.7777 0.31
H 15.8046 28.8214 -2.0830 0.29
Tl 21.2115 27.7797 0.7474 1.13
F 17.3815 31.3973 -0.1141 -0.60
H 23.2402 33.7264 -0.4929 0.39
H 16.5355 28.6196 9.0446 0.30
C 13.9097 29.8904 -0.5593 -0.49
C 19.2152 34.9978 2.0349 -0.73
H 14.7765 36.7612 2.5909 0.27
H 10.3780 31.0037 3.1998 0.33
O 12.7332 31.7576 3.1625 -0.43
H 9.1128 31.9329 2.4411 0.28
O 21.3616 32.3108 -1.5258 -0.41
O 10.9768 32.9069 2.3769 -0.34
O 21.3334 30.3456 -0.5298 -0.39
C 17.6411 27.3695 4.5681 -0.34
F 18.7826 30.4172 2.9113 -0.58
C 17.5149 26.7113 2.2950 0.80
H 23.3102 33.6360 1.2707 0.25
F 16.7098 29.7567 1.7334 -0.43
H 19.3592 31.9878 -1.8967 0.09
H 20.0143 24.9456 -1.9214 0.26
C 15.4119 25.7600 1.5598 -0.72
O 18.5990 27.1315 2.0692 -0.33
H 21.7977 34.0190 0.4765 0.14
H 9.6047 28.2322 -1.8460 0.32
C 23.1698 30.7359 3.5415 0.73
H 16.9332 28.6500 -0.7973 -0.23
H 15.4280 29.6941 9.9290 0.26
O 18.9438 27.0181 -1.1556 -0.40
H 19.8273 34.6273 1.2196 0.28
C 20.3132 31.9201 -2.4254 -0.55
H 20.2577 32.6905 -3.1854 0.33
H 10.4514 26.9371 -2.5578 0.31
H 13.2856 30.0336 0.3386 0.39
O 22.6561 29.9806 2.7946 -0.31
O 17.1748 36.2858 3.2573 -0.47
H 14.5183 30.7760 -0.6828 0.45
H 15.3321 24.6893 1.7606 0.31
H 19.0270 23.7180 -2.8868 0.26
O 17.1140 27.3585 -2.4267 -0.37
O 22.3292 32.0490 0.4162 -0.11
O 22.7166 31.9345 3.8338 -0.34
C 12.2371 32.6048 2.4774 0.93
H 15.2400 29.5435 3.8444 0.32
H 15.2535 38.3602 2.1991 0.30
O 15.3150 29.8345 7.8636 -0.34
H 14.7383 34.3489 2.3906 -0.12
C 24.9609 29.3256 4.1020 -0.68
O 18.0991 25.4889 -2.5579 -0.36
H 18.6306 26.9052 4.5923 0.35
H 16.6836 30.4162 4.4309 0.06
H 18.6551 24.0130 -1.2213 0.26
H 17.8082 28.4525 4.4736 -0.01
C 16.8561 28.6322 -1.8857 -0.05
C 21.3280 32.1978 3.5550 -0.45
C 17.2071 36.2860 2.0615 0.83
H 15.2573 31.2822 4.0693 -0.04
C 19.0479 24.4946 -2.1288 -0.59
O 18.1914 35.7381 1.3536 -0.32
O 17.1680 29.8372 6.6173 -0.47
O 11.9665 28.0037 -0.6121 -0.49
C 21.6602 31.4956 -0.5471 0.66
C 15.6007 30.3379 4.4983 -0.08
As 17.9834 30.8950 1.4469 2.44
F 18.9295 29.6494 0.6539 -0.54
H 14.4067 37.4492 0.9747 0.29
H 21.1792 33.2663 3.7032 0.24
H 21.0920 31.8952 2.5358 0.06
F 19.2568 32.0565 1.1572 -0.47
O 16.7783 26.0917 1.4236 -0.32
```

The net charge is +2. Its highest occupied orbital energy is -14.812 eV. As for the LUMO energy: -13.11 eV. As for the frontier orbital gap: 1.7 eV. The spin multiplicity is 1.

Here is a structure of composition C29H34BrN7O2Ti from OMol25. Energies are from wB97M-V/def2-TZVPD.

Structure (XYZ):
```
74
Properties=species:S:1:pos:R:3:mulliken_charge:R:1
N 1.6854 0.3424 0.6844 0.64
H 1.2486 -4.1601 3.4623 0.45
Br -5.8420 0.4734 -3.1222 -0.16
C 2.0875 2.7807 0.7019 -1.97
C 2.9379 -0.0181 0.0379 -0.49
H 0.7305 -2.6930 4.2842 0.39
H 1.9360 3.1546 -0.3157 0.27
H -3.3485 1.1926 3.5035 0.39
H 4.2891 4.0385 -3.6549 0.45
H 3.6815 -0.2332 0.8094 0.38
Ti 0.2841 -1.2010 0.8953 -0.43
C -2.7967 -1.6113 4.0280 -1.92
H 3.3323 0.8001 -0.5669 0.28
C -1.5136 -0.1580 -1.5937 0.16
C -3.0976 -2.9514 0.0736 -1.35
C -0.7573 2.7249 1.9332 -0.79
C 2.3578 -3.4142 0.3160 -0.80
H 1.3294 -2.6416 -1.2578 0.33
H -3.3946 -2.4825 3.7568 0.39
H 0.3921 5.0520 -5.1386 0.44
N -1.0275 -1.9987 2.3303 0.85
C -1.8799 -1.2092 2.9174 0.59
H 3.7110 -1.6844 -1.1002 0.46
H 3.2293 -3.8211 -0.2042 0.44
C 2.7289 2.7633 -2.9600 -0.14
H 1.5996 -4.1998 0.3456 0.38
C -1.9832 2.5651 2.5946 -1.01
H -3.4711 -0.8070 4.3052 0.45
C 0.5382 3.3464 -3.8071 0.26
C -4.0828 0.2217 -2.5067 -0.97
H 0.3576 0.3206 -1.5451 0.59
H -2.5511 3.4368 2.8875 0.49
C -1.7798 0.9034 -2.4494 0.88
C -3.0863 1.0852 -2.9103 -0.69
H -1.5712 3.1715 -4.1239 0.25
H 2.3498 -0.8668 -1.8487 0.39
H -0.3705 3.7168 1.7460 0.46
H 3.5724 -2.2931 1.6755 0.33
H 1.8023 3.5698 1.3927 0.55
O -0.2570 -0.4005 -1.1099 -0.71
C 2.7439 -3.0007 1.7198 -0.75
C 1.3554 2.5280 -3.0234 0.28
C 2.7385 -1.2293 -0.8974 -1.21
C 1.0323 4.4238 -4.5341 -1.11
N 1.7733 -2.2734 -0.4224 0.18
H -2.2155 -1.8748 4.9152 0.32
N 1.6200 -2.3271 2.4175 0.04
H 3.1489 2.5784 0.8319 0.44
H 3.3860 2.1241 -2.3842 0.33
C 1.2769 1.5483 0.9260 0.73
H 3.1018 -3.8656 2.2817 0.49
H -1.3094 -3.7595 3.5197 0.56
C -3.8144 -0.8438 -1.6491 -0.47
C -2.5221 -1.0303 -1.1992 1.06
C -0.6640 1.7614 -2.8448 -0.29
C -1.6987 0.1855 2.5413 0.63
H -2.5934 -3.6667 0.7152 0.24
C 3.2280 3.8301 -3.6774 -0.82
N -0.5749 0.3631 1.7894 0.68
H 2.8251 5.4743 -4.9993 0.41
C 2.3906 4.6504 -4.4503 -0.52
C -0.0557 1.6013 1.5551 0.82
H 2.0397 -1.6237 3.0137 0.25
C -2.4382 1.3003 2.9303 -1.01
H -0.6486 -4.0041 1.9098 0.24
N 0.5701 1.5523 -2.4221 -0.12
C 0.7803 -3.1863 3.3136 -1.08
H -4.6134 -1.5104 -1.3602 0.60
C -0.6417 -3.3287 2.7716 -0.83
N -0.7413 2.8294 -3.6700 -0.04
O -2.1037 -2.0181 -0.3550 -0.17
H -3.8860 -2.4452 0.6335 0.48
H -3.5262 -3.4741 -0.7816 0.53
H -3.3338 1.8963 -3.5811 0.58
```

The net charge is +2. Its highest occupied orbital energy (spin up / spin down) is -11.841 / -13.187 eV. As for the LUMO energy (spin up / spin down): -5.97 / -6.13 eV. As for the frontier orbital gap (spin up / spin down): 5.9 / 7.1 eV. The spin multiplicity is 3.

Here is a cluster of 2 separate species, C4H4FNS2 in total in a non-equilibrium geometry from OMol25. Energies are from wB97M-V/def2-TZVPD.

Structure (XYZ):
```
12
Properties=species:S:1:pos:R:3:mulliken_charge:R:1
C -2.2397 -1.0852 -0.1996 -0.09
N 1.6935 -0.0875 0.1325 -0.27
C 0.9527 1.0255 -0.3158 -0.11
S 3.5195 0.3125 -0.3311 -0.14
H 1.4380 1.9915 -0.5795 0.43
F -3.4383 -0.4591 -0.3568 -0.20
C -0.5792 0.8983 -0.0782 0.12
H 3.7466 -1.0342 1.3731 0.14
C -1.0119 -0.4217 -0.0162 -0.17
S -1.5591 2.2489 -0.0242 -0.20
H -0.3134 -1.1269 0.5628 0.22
H -2.2086 -2.2620 -0.1670 0.28
```

Its highest occupied orbital energy is -9.029 eV. As for the LUMO energy: -2.07 eV. As for the frontier orbital gap: 7.0 eV. The spin multiplicity is 1.

Here is an isolated molecule of C4H8O3 from OMol25. Energies are from wB97M-V/def2-TZVPD.

Structure (XYZ):
```
15
Properties=species:S:1:pos:R:3:mulliken_charge:R:1
H 0.6275 1.8186 -1.6462 0.30
O -0.3878 1.5211 0.8797 -0.62
H -0.1420 0.2351 2.5068 0.36
H 1.1951 -2.4344 0.8715 0.34
C -0.5002 0.4689 0.2917 0.61
H -0.5771 1.2307 -2.8338 0.23
C -0.4144 1.5214 -1.7963 -0.65
H -1.0697 2.3463 -1.5130 0.29
H 0.8705 -1.6457 -0.6949 0.33
C 0.9746 -1.4837 0.3818 -1.17
C -0.3099 -0.8807 0.9588 0.31
O -0.6823 0.3491 -1.0253 -0.30
O -0.2359 -0.7182 2.3483 -0.56
H 1.8142 -0.8009 0.5564 0.28
H -1.1626 -1.5276 0.7145 0.24
```

Its highest occupied orbital energy is -10.528 eV. As for the LUMO energy: 0.80 eV. As for the frontier orbital gap: 11.3 eV. The spin multiplicity is 1. Its SMILES is COC(=O)[C@@H](C)O.

Results for ΔE to the lowest compared entry with this formula, charge and spin: 0.000 0.000 6.840 0.785 (in eV, following the order of the records).
Results for E: -5755.812301 -5082.394332 -1105.551143 -382.935980 (in Eh, following the order of the records).